43
Properties=species:S:1:pos:R:3 method="wB97M-V/def2-TZVPD" e_homo_ev=1.459 total_charge=-2 max_force_ev_per_a=13.4 molar_mass_g_mol=363.68 energy_ev=-78498.5380 e_lumo_ev=3.947 relative_energy_kj_mol=100.63
Zn -11.516 0.490 4.721
C -9.389 -0.268 5.963
O -9.096 -1.189 6.763
O -9.573 -0.300 4.776
O -10.338 0.348 6.539
C -13.106 -1.332 3.951
O -12.861 -0.265 3.367
O -14.124 -1.764 4.399
O -12.382 -1.350 4.916
C -12.143 2.612 1.766
C -10.785 2.455 2.429
C -9.772 3.611 2.059
O -10.143 4.900 2.730
C -9.381 6.109 2.377
N -10.808 2.340 3.910
H -12.800 3.261 2.346
H -12.680 1.664 1.741
H -12.102 2.971 0.738
H -10.371 1.500 2.109
H -9.650 3.641 0.977
H -8.768 3.279 2.325
H -9.167 6.148 1.309
H -8.519 5.969 3.030
H -9.876 7.027 2.694
H -9.969 2.840 4.166
H -11.395 3.108 4.203
C -15.234 1.654 5.677
C -13.943 2.285 5.181
C -13.829 3.753 5.568
O -12.624 4.220 5.156
C -12.358 5.550 5.559
N -12.846 1.635 5.853
H -15.285 1.525 6.758
H -15.234 0.628 5.310
H -16.079 2.246 5.325
H -13.776 2.103 4.119
H -13.904 3.864 6.650
H -14.553 4.328 4.991
H -12.306 5.700 6.637
H -13.129 6.281 5.315
H -11.382 5.797 5.142
H -12.510 2.249 6.581
H -13.211 0.887 6.426

---

37
Properties=species:S:1:pos:R:3 method="wB97M-V/def2-TZVPD" e_homo_ev="-1.732 / -3.782" total_charge=-1 max_force_ev_per_a=7.1 molar_mass_g_mol=254.15 energy_ev=-42028.1046 e_lumo_ev="2.918 / 2.738" spin_multiplicity=4
Ti -1.045 1.287 0.335
C -3.797 -0.533 -0.622
C -3.698 0.474 -1.766
O -2.711 1.424 -1.638
H -3.979 0.044 0.284
H -2.876 -1.097 -0.471
H -4.646 -1.203 -0.754
H -4.667 0.839 -2.105
H -3.310 -0.159 -2.563
C 2.398 3.468 -1.903
C 1.483 3.121 -0.749
O 0.083 3.106 -0.960
H 2.261 4.522 -2.145
H 2.059 2.936 -2.792
H 3.460 3.252 -1.786
H 1.842 3.889 -0.064
H 1.785 2.199 -0.253
C -0.792 -0.811 4.084
C 0.112 -0.851 2.791
O -0.306 -0.349 1.761
C 1.533 -1.368 2.874
H -1.838 -0.903 3.792
H -0.736 0.169 4.557
H -0.701 -1.619 4.811
H 1.621 -2.256 3.500
H 2.174 -0.549 3.203
H 1.825 -1.731 1.889
C 0.639 -2.872 -1.614
C 0.701 -1.324 -1.392
O -0.331 -0.635 -1.440
C 2.080 -0.808 -1.045
H 1.210 -3.149 -2.500
H -0.291 -3.440 -1.613
H 1.278 -3.181 -0.787
H 2.233 0.013 -1.746
H 2.917 -1.499 -1.142
H 2.031 -0.406 -0.033

---

40
Properties=species:S:1:pos:R:3 method="wB97M-V/def2-TZVPD" e_homo_ev="-19.782 / -20.179" total_charge=+3 max_force_ev_per_a=8.7 molar_mass_g_mol=491.99 energy_ev=-60254.7157 e_lumo_ev="-12.402 / -13.306" spin_multiplicity=3 relative_energy_kj_mol=0.00
C 0.079 -0.312 -4.082
C 0.427 -0.442 -2.625
H 0.978 -0.044 -4.657
H -0.669 0.483 -4.269
H -0.210 -1.308 -4.495
O 1.493 -0.499 -2.098
Cl -1.208 -0.435 -1.304
W -0.052 0.013 0.814
P -0.137 2.528 0.365
C 0.975 3.509 1.327
C 0.140 3.054 -1.357
H 0.537 4.087 -1.346
H -1.956 4.015 0.701
H -0.838 3.009 -1.908
H -2.597 2.401 0.239
H 1.935 2.985 1.403
H 0.904 2.415 -1.853
C -1.850 2.937 0.834
H 1.089 4.446 0.801
H -1.975 2.690 1.884
H 0.478 3.593 2.293
P 0.151 -2.356 0.555
C 1.330 -3.247 1.526
C -1.555 -2.894 0.954
H -0.406 -3.000 -1.758
H 0.910 -4.047 -1.113
H 1.247 -2.364 -1.511
C 0.501 -3.045 -1.134
H -2.305 -2.259 0.467
H -1.731 -3.939 0.651
H 1.512 -4.241 1.090
H 0.931 -3.331 2.545
H -1.723 -2.836 2.040
H 2.296 -2.733 1.573
C 1.927 0.228 0.833
O 3.112 0.246 0.635
Cl 0.299 -0.691 3.427
C -0.959 0.399 2.744
H -1.794 -0.291 2.442
H -1.287 1.278 3.369

---

36
Properties=species:S:1:pos:R:3 method="wB97M-V/def2-TZVPD" e_homo_ev=-8.470 max_force_ev_per_a=2.4 molar_mass_g_mol=201.39 smiles="CC[Si](CC)(CC)[C@H](C)NC(C)=O" energy_ev=-22159.4693 e_lumo_ev=0.801 relative_energy_kj_mol=12.86
C 1.516 -0.961 -2.403
C 1.039 -1.409 -1.025
Si 0.699 0.021 0.223
C 2.123 0.036 1.505
C 3.465 0.439 0.899
C 0.442 1.689 -0.662
C -0.005 2.816 0.264
C -1.085 -0.598 1.207
C -0.891 -1.896 1.965
N -2.135 -0.737 0.226
C -2.953 0.272 -0.132
C -3.903 -0.080 -1.262
O -2.933 1.361 0.407
H 0.760 -0.340 -2.888
H 2.433 -0.380 -2.327
H 1.710 -1.822 -3.043
H 1.790 -2.075 -0.598
H 0.141 -2.014 -1.157
H 1.892 0.704 2.335
H 2.225 -0.963 1.932
H 3.712 -0.198 0.054
H 3.439 1.470 0.553
H 4.264 0.352 1.632
H 1.372 1.976 -1.159
H -0.305 1.575 -1.449
H -1.003 2.609 0.641
H 0.672 2.924 1.108
H -0.034 3.761 -0.275
H -1.388 0.203 1.881
H -0.571 -2.690 1.294
H -1.818 -2.203 2.450
H -0.131 -1.766 2.730
H -2.141 -1.594 -0.303
H -4.421 -1.013 -1.054
H -4.630 0.718 -1.380
H -3.345 -0.187 -2.190

---

44
Properties=species:S:1:pos:R:3 method="wB97M-V/def2-TZVPD" e_homo_ev=-8.681 max_force_ev_per_a=0.2 molar_mass_g_mol=411.33 smiles="OOC[Si@H](CCCBr)P(O)(O)=S.CC(C)=O.CC(C)=O" energy_ev=-121087.6931 e_lumo_ev=0.544
O 0.150 2.654 -2.124
O 0.347 1.439 -1.389
C 0.224 0.346 -2.279
Si 0.340 -1.226 -1.207
C 1.768 -1.032 0.000
C 1.693 -1.645 1.409
C 0.335 -1.610 2.092
Br -0.694 -3.224 1.740
P 0.730 -2.944 -2.659
O 1.057 -2.299 -4.106
O 2.226 -3.476 -2.369
S -0.630 -4.295 -2.572
H 0.935 2.686 -2.694
H 1.016 0.378 -3.041
H -0.748 0.381 -2.786
H -0.979 -1.482 -0.615
H 2.646 -1.447 -0.505
H 1.943 0.045 0.067
H 2.397 -1.105 2.048
H 2.044 -2.678 1.384
H -0.280 -0.779 1.750
H 0.412 -1.568 3.173
H 0.408 -1.647 -4.384
H 2.182 -4.349 -1.962
C -0.259 5.916 -4.563
C -0.429 4.516 -5.099
C -1.826 3.948 -5.067
O 0.510 3.875 -5.513
H 0.782 6.219 -4.637
H -0.887 6.611 -5.125
H -0.585 5.955 -3.522
H -2.504 4.585 -5.639
H -2.190 3.925 -4.038
H -1.828 2.943 -5.480
C -2.131 -1.285 6.912
C -0.920 -1.983 6.343
C 0.017 -2.626 7.336
O -0.714 -2.028 5.153
H -2.730 -0.866 6.108
H -2.730 -1.991 7.491
H -1.819 -0.493 7.595
H -0.521 -3.370 7.927
H 0.395 -1.876 8.033
H 0.845 -3.098 6.814

---

42
Properties=species:S:1:pos:R:3 method="wB97M-V/def2-TZVPD" e_homo_ev="-13.132 / -12.407" total_charge=+2 max_force_ev_per_a=10.7 molar_mass_g_mol=688.46 energy_ev=-86813.3493 e_lumo_ev="-7.458 / -7.182" spin_multiplicity=5
I -1.468 -1.604 -0.824
I 1.869 -0.692 1.771
Ho -0.259 3.149 -0.621
P 2.081 1.025 -1.851
C 3.065 -0.528 -2.147
C 1.750 1.512 -3.574
H 2.706 1.656 -4.118
H 4.162 2.195 -2.375
H 1.194 2.456 -3.584
H 3.055 3.200 -1.388
H 2.409 -1.353 -2.497
H 1.160 0.738 -4.097
C 3.453 2.186 -1.517
H 3.859 -0.392 -2.928
H 4.009 1.897 -0.606
H 3.575 -0.871 -1.222
P -2.217 1.348 1.528
C -2.897 -0.092 2.494
C -2.106 2.591 2.858
H -3.527 2.856 0.153
H -4.504 2.212 1.506
H -4.181 1.189 0.063
C -3.749 1.953 0.734
H -1.762 3.542 2.435
H -3.102 2.747 3.324
H -3.773 0.186 3.135
H -2.127 -0.511 3.174
H -1.396 2.266 3.642
H -3.231 -0.912 1.827
Cl -0.542 5.328 -1.132
C -0.042 -4.722 -0.293
N 0.187 -3.486 0.382
C 0.447 -3.188 1.654
C 0.289 -1.862 1.674
N 0.207 -1.267 0.515
C 0.314 -2.312 -0.390
H 0.931 -5.214 -0.295
H -0.742 -5.203 0.396
H -0.436 -4.625 -1.258
H 0.687 -3.857 2.341
H 0.341 -1.095 2.656
H 0.309 -2.447 -1.545

---

42
Properties=species:S:1:pos:R:3 method="wB97M-V/def2-TZVPD" e_homo_ev="-14.592 / -14.888" total_charge=+2 max_force_ev_per_a=2.6 molar_mass_g_mol=638.34 energy_ev=-66200.6267 e_lumo_ev="-11.305 / -11.291" relative_energy_kj_mol=188.17
I 0.237 2.628 -0.560
I 0.015 -2.946 -0.486
In 0.004 -0.209 -1.305
P -2.564 -0.173 -1.049
C -3.397 -0.133 0.572
C -3.202 1.240 -2.007
H -4.275 1.096 -2.221
H -4.298 -1.504 -2.128
H -2.639 1.308 -2.946
H -2.672 -1.773 -2.855
H -3.128 0.793 1.100
H -3.031 2.166 -1.451
C -3.224 -1.640 -1.915
H -4.494 -0.196 0.442
H -3.051 -2.533 -1.305
H -3.030 -0.976 1.172
P 2.620 -0.152 -1.053
C 3.504 -0.062 0.547
C 3.291 -1.632 -1.892
H 2.744 1.296 -2.978
H 4.373 1.063 -2.241
H 3.143 2.171 -1.493
C 3.302 1.233 -2.035
H 2.747 -1.772 -2.834
H 4.367 -1.502 -2.095
H 4.597 0.000 0.385
H 3.260 -0.950 1.147
H 3.105 -2.515 -1.273
H 3.145 0.822 1.093
Cl 0.053 -0.214 -3.656
C -0.995 2.038 2.527
C -0.313 0.714 2.620
N 0.091 -0.156 1.695
C 0.681 -1.200 2.366
C 0.656 -0.976 3.707
N 0.016 0.239 3.855
H -1.897 2.060 3.173
H -0.325 2.847 2.862
H -1.237 2.324 1.484
H 1.029 -2.037 1.778
H 0.989 -1.568 4.553
H -0.196 0.782 4.699

---

39
Properties=species:S:1:pos:R:3 method="wB97M-V/def2-TZVPD" e_homo_ev=-8.142 max_force_ev_per_a=18.1 molar_mass_g_mol=220.31 smiles=CCNC[C@@H](O)COC[C@H](O)CNCC energy_ev=-19867.8964 e_lumo_ev=0.770 relative_energy_kj_mol=1298.12
C 2.191 -1.781 5.220
C 2.602 -2.028 3.597
N 1.337 -1.484 2.980
C 1.101 -0.237 2.926
C 0.071 0.172 1.904
O -0.256 1.669 2.013
C 0.582 -0.147 0.546
O -0.178 0.408 -0.607
C -1.412 -0.639 -0.804
C -2.340 -0.141 -1.774
O -3.423 -0.936 -1.805
C -1.846 0.547 -2.996
N -1.383 1.699 -2.992
C -0.669 2.294 -4.086
C 0.432 1.737 -4.437
H 2.140 -0.761 5.357
H 2.993 -2.321 5.593
H 1.370 -2.348 5.515
H 2.384 -2.898 3.600
H 3.248 -1.508 3.397
H 0.481 -1.866 3.353
H 0.490 0.167 3.935
H 2.066 0.248 2.642
H -0.826 -0.296 2.064
H -0.829 1.818 1.321
H 1.382 0.664 0.307
H 0.996 -0.977 0.382
H -1.859 -1.108 0.081
H -0.724 -1.553 -1.352
H -2.932 0.864 -1.216
H -2.953 -1.602 -2.478
H -2.822 0.442 -3.789
H -1.148 -0.200 -3.342
H -0.672 1.797 -2.069
H -0.562 3.422 -3.926
H -1.369 2.466 -4.892
H 1.185 1.647 -3.800
H 0.240 0.779 -4.822
H 0.912 1.995 -5.546

---

38
Properties=species:S:1:pos:R:3 method="wB97M-V/def2-TZVPD" e_homo_ev=-7.674 max_force_ev_per_a=18.4 molar_mass_g_mol=200.33 smiles=C1CNCCNCCCNCCNC1 energy_ev=-16705.6660 e_lumo_ev=0.998 relative_energy_kj_mol=1130.67
C -1.337 -1.963 -0.542
C -1.888 -1.199 0.523
N -2.909 -0.151 0.109
C -2.558 0.829 -0.580
C -1.999 1.790 0.717
N -0.582 1.640 0.849
C 0.097 2.647 -0.396
C 1.711 2.543 -0.203
C 2.219 1.421 -0.490
N 2.099 0.448 0.545
C 2.791 -0.877 0.478
C 1.829 -1.957 -0.421
N 0.655 -2.312 0.696
C -0.406 -3.024 -0.007
H -0.860 -1.259 -1.470
H -2.155 -2.477 -0.930
H -2.542 -1.972 1.214
H -1.225 -0.445 1.106
H -3.654 -0.721 -0.540
H -1.826 0.897 -1.220
H -3.470 1.401 -0.865
H -2.248 3.037 0.474
H -2.366 1.509 1.499
H -0.167 2.043 1.480
H -0.228 2.243 -1.184
H -0.156 3.633 -0.133
H 1.988 2.690 0.813
H 2.110 3.487 -0.925
H 3.338 1.518 -0.992
H 1.865 0.833 -1.415
H 1.251 0.067 0.809
H 2.995 -1.268 1.484
H 3.644 -0.809 0.062
H 2.364 -2.834 -0.711
H 1.324 -1.362 -1.033
H 1.103 -2.976 1.414
H -0.766 -3.504 0.579
H -0.042 -3.567 -0.792

---

48
Properties=species:S:1:pos:R:3 method="wB97M-V/def2-TZVPD" e_homo_ev="-10.500 / -9.284" total_charge=+1 max_force_ev_per_a=1.9 molar_mass_g_mol=401.36 energy_ev=-63510.0002 e_lumo_ev="-3.794 / -4.197"
O 2.501 -4.044 -0.618
H 3.197 -4.708 -0.764
Sc 0.797 -0.112 -0.008
N -0.432 0.677 1.765
N -0.239 -1.641 1.073
N 0.478 1.444 -1.405
N 0.347 -1.014 -1.887
O 0.133 1.898 2.082
O 0.435 2.838 -1.096
O 0.070 -2.345 -2.057
O -0.344 -2.796 0.464
C -0.653 -1.531 2.375
C -0.634 -0.210 2.825
C 0.334 1.153 -2.712
C 0.301 -0.243 -2.990
C -1.061 0.326 4.122
H -1.999 0.896 4.007
H -0.301 0.997 4.551
H -1.230 -0.492 4.838
C -1.126 -2.734 3.092
H -0.335 -3.499 3.093
H -2.004 -3.149 2.571
H -1.389 -2.488 4.128
C 0.171 2.198 -3.755
C 0.230 -0.773 -4.377
H 0.342 3.195 -3.338
H -0.845 2.152 -4.182
H 0.882 2.016 -4.573
H 0.025 -1.843 -4.368
H 1.188 -0.610 -4.893
H -0.547 -0.248 -4.949
H 0.283 2.885 -0.127
H -0.077 -2.655 -1.087
C 3.102 -2.912 0.002
H 2.480 -2.644 0.865
H 3.089 -2.080 -0.719
H 4.137 -3.098 0.334
O 2.279 0.812 1.336
H 2.999 1.408 1.038
H 1.585 1.393 1.855
N -2.176 3.062 1.593
C -2.235 2.308 0.493
N -2.681 2.784 -0.668
S -1.884 0.607 0.552
H -2.441 4.043 1.550
H -1.454 2.797 2.283
H -2.573 2.198 -1.492
H -2.721 3.786 -0.821

---

48
Properties=species:S:1:pos:R:3 method="wB97M-V/def2-TZVPD" e_homo_ev="-6.063 / -6.478" max_force_ev_per_a=3.3 molar_mass_g_mol=446.76 energy_ev=-37502.7580 e_lumo_ev="-0.531 / -1.234" spin_multiplicity=3 relative_energy_kj_mol=191.25
O 0.035 -1.230 -3.689
H -0.427 -1.546 -4.482
Pd -0.254 0.052 -0.451
N 1.364 -0.977 -0.997
N -0.839 -1.789 0.142
N 0.662 1.826 -0.348
N -1.446 1.065 0.862
O 2.491 -0.496 -1.260
O 1.850 2.093 -0.894
O -2.372 0.481 1.659
O -1.812 -2.034 0.939
C -0.093 -2.754 -0.452
C 1.113 -2.317 -1.059
C 0.019 2.792 0.316
C -1.153 2.354 1.037
C 2.075 -3.137 -1.828
H 2.076 -2.788 -2.866
H 1.798 -4.193 -1.809
H 3.077 -3.009 -1.407
C -0.624 -4.150 -0.437
H -1.599 -4.223 -0.951
H -0.761 -4.497 0.599
H 0.079 -4.816 -0.948
C 0.575 4.169 0.415
C -1.900 3.208 2.007
H 1.269 4.357 -0.410
H 1.119 4.308 1.362
H -0.232 4.913 0.382
H -2.488 2.604 2.707
H -2.583 3.900 1.496
H -1.198 3.824 2.579
H 2.163 1.176 -1.198
H -2.290 -0.514 1.403
C -1.337 0.022 -2.148
H -0.736 -0.734 -3.060
H -1.342 1.034 -2.561
H -2.344 -0.370 -1.966
O 1.744 0.773 -3.587
H 1.137 0.015 -3.885
H 1.410 1.537 -4.104
N -0.212 -1.170 3.855
C 0.392 -0.189 3.128
N 0.461 1.034 3.759
O 0.820 -0.381 1.976
H -0.719 -0.924 4.703
H -0.532 -1.973 3.340
H 1.148 1.660 3.369
H 0.416 1.013 4.765

---

43
Properties=species:S:1:pos:R:3 method="wB97M-V/def2-TZVPD" e_homo_ev="0.537 / -6.276" total_charge=-1 max_force_ev_per_a=5.9 molar_mass_g_mol=336.50 energy_ev=-55544.7922 e_lumo_ev="2.300 / 2.290" spin_multiplicity=2
C 11.719 -20.601 -7.154
C 12.701 -19.846 -6.185
C 12.397 -18.367 -5.844
O 12.404 -18.238 -4.486
C 12.182 -19.406 -4.011
O 11.838 -19.624 -2.945
O 12.395 -20.410 -4.913
H 11.699 -20.334 -8.210
H 10.717 -20.665 -6.729
H 12.142 -21.603 -7.227
H 13.734 -19.862 -6.530
H 11.360 -18.112 -6.064
H 12.979 -17.597 -6.351
C 15.322 -16.706 -12.101
S 17.145 -16.221 -12.183
O 17.238 -14.893 -11.467
C 17.800 -17.387 -10.910
H 15.047 -16.885 -11.061
H 15.172 -17.570 -12.748
H 14.729 -15.889 -12.511
H 18.888 -17.443 -10.881
H 17.407 -18.370 -11.170
H 17.347 -17.348 -9.919
C 11.076 -13.394 -4.715
S 11.069 -12.529 -6.395
O 10.353 -13.336 -7.426
C 9.897 -11.215 -5.862
H 11.638 -14.328 -4.723
H 10.120 -13.800 -4.386
H 11.323 -12.659 -3.950
H 9.921 -10.347 -6.521
H 10.072 -10.813 -4.864
H 8.924 -11.706 -5.872
C 10.968 -16.640 -9.492
S 11.017 -16.565 -11.373
O 12.482 -16.041 -11.601
C 10.961 -18.428 -11.727
H 10.150 -17.255 -9.115
H 11.037 -15.576 -9.268
H 11.845 -17.024 -8.971
H 10.776 -18.656 -12.777
H 10.079 -18.817 -11.218
H 11.843 -18.923 -11.321